Computed, not measured: 2 unconnected molecules or ions with the total composition C5H4O2 at a distorted geometry, with ωB97M-V/def2-TZVPD.

The calculation puts the energy relative to the best compared isomer or geometry (same formula, charge and spin) at 63.1 kJ/mol. The value obtained for the highest occupied orbital energy is -8.94 eV. The value obtained for the LUMO energy is 1.15 eV. The net charge is 0. The HOMO-LUMO gap comes out at 10.092 eV.

Atoms and positions in Å:
H 1.5550 -1.7901 -0.2964
C -0.3571 0.4210 1.1875
C -0.4277 -0.9178 -0.5296
H -0.9123 -1.3310 -1.4018
H -0.7854 1.1740 1.8325
C -0.4293 1.5199 -2.3549
C 0.7863 -1.1091 0.0417
H 1.6414 -0.1095 1.8802
C 0.8318 -0.2301 1.1737
O -0.7702 2.3619 -1.6733
O -1.1394 0.0090 0.1594

Computed, not measured: 2 unconnected molecules or ions with the total composition C4H9NO at a distorted geometry, with ωB97M-V/def2-TZVPD.

The SMILES is C=NC(=C)C.O. The calculation puts the energy relative to the best compared isomer or geometry (same formula, charge and spin) at 227.6 kJ/mol. The value obtained for the highest occupied orbital energy is -8.83 eV. The value obtained for the LUMO energy is 0.91 eV. The net charge is 0. The HOMO-LUMO gap comes out at 9.741 eV.

Atoms and positions in Å:
C -1.9285 -0.6267 -0.3705
C 0.1509 -1.1437 -2.4783
C 0.1059 -1.4387 -1.1812
H 1.5116 -2.7967 -0.2950
H 0.2611 4.6592 3.1325
N -1.1353 -1.5796 -0.5307
H 1.0616 -1.2564 -3.0501
H -2.8956 -0.7581 0.0919
H 2.2306 -1.3097 -0.6008
H 0.3424 5.3447 4.4981
C 1.2693 -1.7262 -0.2958
H 1.0807 -1.3726 0.7160
O 0.4515 4.5100 4.0461
H -0.7270 -0.9398 -3.0746
H -1.7793 0.4342 -0.6075